# 1
Entry from the Open Molecules 2025 dataset: a gas-phase ion, C2H4N4 (charge +2) at a distorted geometry (ωB97M-V with the def2-TZVPD basis set).

The calculation puts the frontier orbital gap (spin up / spin down) at 7.312 / 11.514 eV. The calculation puts the energy at -296.6692 Eh. The total charge is +2. Its multiplicity is 3.

Structure (XYZ):
```
10
C2H4N4, DFT ωB97M-V with the def2-TZVPD basis set
C -1.21 0.46 -1.00
C 0.44 -0.42 0.63
N -0.52 1.52 -1.31
N 0.17 2.38 -1.35
N -0.63 -0.39 -0.11
N 1.33 -0.64 1.41
H -2.13 0.22 -1.59
H -1.06 -1.44 -0.21
H 2.31 -0.99 1.00
H 1.31 -0.68 2.52
```

Here are the natural (NBO) charges for atoms 1 to 2, given in e: 0.287, 0.657



# 2
Entry from the Open Molecules 2025 dataset: a single C7H12N2O2S molecule at a distorted geometry (ωB97M-V with the def2-TZVPD basis set).

The calculation puts the frontier orbital gap (spin up / spin down) at 8.512 / 8.511 eV. The calculation puts the energy at -931.9168 Eh. Its multiplicity is 1. The SMILES is CC/N=C(/C)[C@@H](C(C)=S)[N+](=O)[O-]. The calculation puts the energy above the lowest of the compared OMol25 structures with the same formula, charge and spin at 6.4801 eV.

Structure (XYZ):
```
24
C7H12N2O2S, DFT ωB97M-V with the def2-TZVPD basis set
C 3.28 -0.41 0.81
C 2.25 0.64 0.96
N 1.49 0.59 -0.28
C 0.33 0.21 -0.51
C -0.03 0.11 -2.02
C -0.82 -0.04 0.53
C -1.98 0.91 0.17
C -3.20 0.20 -0.26
S -1.84 2.53 0.39
N -0.97 -1.48 0.56
O -0.64 -2.09 1.54
O -1.44 -2.00 -0.42
H 2.79 -1.28 0.75
H 3.71 -0.02 -0.05
H 4.03 -0.32 1.55
H 2.56 1.59 1.02
H 1.64 0.49 1.79
H -0.83 0.79 -2.30
H -0.42 -1.01 -2.14
H 0.89 0.15 -2.56
H -0.37 0.27 1.51
H -3.74 -0.16 0.66
H -3.76 0.96 -0.84
H -2.92 -0.64 -0.85
```

Here are the natural (NBO) charges for atoms 1 to 2, given in e: -0.597, -0.223



# 3
Entry from the Open Molecules 2025 dataset: a molecular structure, C33H51BN6SeTi at a distorted geometry (ωB97M-V with the def2-TZVPD basis set).

The calculation puts the frontier orbital gap at 6.312 eV. The calculation puts the energy at -4891.8939 Eh. The total charge is +2. Its multiplicity is 1.

Structure (XYZ):
```
93
C33H51BN6SeTi, DFT ωB97M-V with the def2-TZVPD basis set
Ti -0.27 -0.19 0.03
C -4.97 -1.40 -1.81
C -3.53 -1.67 -1.60
C -2.84 -2.80 -1.99
C -1.51 -2.73 -1.57
N -1.44 -1.52 -0.88
N -2.67 -0.98 -0.81
B -2.88 0.37 -0.10
N -2.63 0.09 1.45
N -1.40 -0.45 1.72
C -1.34 -0.61 3.10
C -2.56 -0.24 3.61
C -3.33 0.26 2.55
C -4.65 0.90 2.60
C -0.18 -1.27 3.85
C 0.59 -0.19 4.70
C -0.79 -2.39 4.76
C 0.77 -1.99 2.90
N -1.87 1.48 -0.54
N -0.83 1.09 -1.40
C -0.47 2.22 -2.10
C -1.31 3.25 -1.69
C -2.24 2.74 -0.80
C -3.53 3.37 -0.30
C 0.71 2.25 -3.02
C 1.93 2.39 -2.13
C 0.56 3.41 -3.98
C 0.70 1.00 -3.93
C -0.42 -3.67 -1.95
C 0.38 -4.23 -0.83
C 0.42 -2.95 -3.06
C -1.18 -4.87 -2.67
H -5.10 -0.32 -1.91
H -5.55 -1.75 -0.97
H -5.24 -1.88 -2.77
H -3.36 -3.63 -2.55
H -4.03 0.75 -0.24
H -2.85 -0.40 4.65
H -5.29 0.37 1.92
H -4.67 1.96 2.29
H -5.07 0.81 3.60
H -0.14 0.50 5.25
H 1.28 0.35 4.17
H 1.22 -0.71 5.46
H -1.15 -2.03 5.73
H -0.09 -3.16 4.90
H -1.59 -2.90 4.25
H 1.34 -1.23 2.30
H 0.19 -2.78 2.31
H 1.63 -2.46 3.38
H -1.34 4.20 -2.09
H -3.68 3.51 0.76
H -4.48 2.81 -0.56
H -3.62 4.43 -0.67
H 1.87 3.45 -1.77
H 2.80 2.32 -2.73
H 2.03 1.63 -1.37
H 0.59 4.38 -3.45
H -0.41 3.42 -4.63
H 1.40 3.53 -4.61
H 0.37 0.04 -3.47
H 1.75 0.88 -4.22
H 0.03 1.11 -4.80
H 1.01 -3.46 -0.32
H 1.07 -4.93 -1.19
H -0.26 -4.73 -0.05
H -0.06 -2.03 -3.38
H 0.55 -3.56 -3.97
H 1.38 -2.66 -2.68
H -1.95 -5.24 -1.98
H -0.50 -5.67 -3.04
H -1.61 -4.56 -3.59
C 5.98 3.22 2.11
C 4.87 2.32 1.46
C 5.32 1.30 0.62
C 4.47 0.36 0.02
C 5.08 -0.73 -0.91
C 3.08 0.45 0.33
Se 1.88 -0.81 -0.55
C 2.64 1.53 1.03
C 1.22 1.79 1.39
C 3.52 2.38 1.74
H 6.13 4.02 1.43
H 6.87 2.60 2.25
H 5.64 3.59 3.04
H 6.39 1.17 0.50
H 6.11 -0.91 -0.58
H 5.09 -0.36 -1.95
H 4.39 -1.64 -0.87
H 0.55 1.94 0.51
H 1.00 2.62 2.07
H 0.94 0.87 1.94
H 3.10 3.22 2.38
```

Here are the Mulliken charges for atoms 1 to 2, given in e: -0.105, -1.563



# 4
Entry from the Open Molecules 2025 dataset: a molecular structure, C3H4CsNaO at a distorted geometry (ωB97M-V with the def2-TZVPD basis set).

The calculation puts the frontier orbital gap (spin up / spin down) at 3.744 / 3.523 eV. The calculation puts the energy at -374.0921 Eh. Its multiplicity is 1.

Structure (XYZ):
```
10
C3H4CsNaO, DFT ωB97M-V with the def2-TZVPD basis set
C 0.12 -0.24 -0.08
C -0.95 0.61 0.38
C -0.46 -0.60 1.78
O -1.18 -1.60 2.13
Cs 4.01 0.29 -3.96
H 1.21 -0.14 -0.10
H -1.97 0.48 0.01
H -0.80 1.62 0.81
H 0.16 -0.08 2.51
Na -0.15 -0.35 -3.47
```

Here are the natural (NBO) charges for atoms 1 to 2, given in e: -0.570, -0.483



# 5
Entry from the Open Molecules 2025 dataset: a single C4H5NOS molecule (ωB97M-V with the def2-TZVPD basis set).

The calculation puts the frontier orbital gap at 9.042 eV. The calculation puts the energy at -683.5781 Eh. Its multiplicity is 1. The SMILES is CSc1cnco1. The calculation puts the energy above the lowest of the compared OMol25 structures with the same formula, charge and spin at 0.8116 eV.

Structure (XYZ):
```
12
C4H5NOS, DFT ωB97M-V with the def2-TZVPD basis set
C -2.12 0.63 0.02
S -1.50 -1.05 -0.06
C 0.22 -0.68 -0.01
C 1.33 -1.43 0.02
N 2.47 -0.60 -0.01
C 1.98 0.59 -0.05
O 0.61 0.63 -0.02
H -3.20 0.54 0.00
H -1.83 1.10 0.97
H -1.81 1.26 -0.82
H 1.36 -2.49 0.08
H 2.50 1.52 -0.13
```

Here are the natural (NBO) charges for atoms 1 to 2, given in e: -0.744, 0.280



# 6
Entry from the Open Molecules 2025 dataset: 3 unconnected molecules or ions with the total composition C27H61N12O2P2 at a distorted geometry (ωB97M-V with the def2-TZVPD basis set).

The calculation puts the frontier orbital gap at 6.438 eV. The calculation puts the energy at -2555.1638 Eh. The total charge is +1. Its multiplicity is 1.

Structure (XYZ):
```
104
C27H61N12O2P2, DFT ωB97M-V with the def2-TZVPD basis set
N 0.32 0.48 -1.26
C 1.35 -0.22 -1.61
N 1.72 -1.44 -0.88
N 2.15 0.10 -2.75
C 1.40 -0.15 -4.02
C 1.19 -1.69 -4.25
C 0.20 -2.07 -5.42
C -1.05 -1.14 -5.58
N -2.21 -1.48 -4.70
C -1.96 -2.23 -3.46
C -3.37 -2.13 -2.73
N -4.12 -1.15 -3.56
C -3.10 -0.46 -4.34
N -3.07 0.81 -4.61
C -4.10 1.77 -4.13
C -3.50 2.83 -3.14
C -4.42 3.80 -2.56
C -3.89 4.78 -1.62
C -2.48 4.79 -1.26
C -1.60 3.80 -1.86
C -2.07 2.81 -2.82
H -0.04 -0.01 -0.43
H 1.13 -2.20 -1.22
H 1.57 -1.31 0.12
H 3.03 -0.42 -2.74
H 0.45 0.44 -3.91
H 2.06 0.26 -4.84
H 2.20 -2.12 -4.51
H 0.85 -2.24 -3.34
H 0.76 -2.01 -6.40
H -0.11 -3.13 -5.29
H -0.79 -0.05 -5.52
H -1.42 -1.28 -6.64
H -1.23 -1.70 -2.78
H -1.61 -3.29 -3.50
H -3.30 -1.79 -1.67
H -3.86 -3.13 -2.66
H -4.79 -1.61 -4.18
H -2.33 1.21 -5.18
H -4.64 2.27 -4.97
H -4.88 1.22 -3.54
H -5.50 3.82 -2.83
H -4.63 5.50 -1.17
H -2.05 5.53 -0.53
H -0.52 3.79 -1.59
H -1.40 2.04 -3.27
O -1.61 6.89 2.24
P -1.99 6.01 3.43
N -2.25 7.31 4.53
C -1.19 8.09 5.14
C -3.37 8.17 4.15
N -0.45 5.25 3.53
C 0.56 5.51 4.53
C 0.19 4.94 2.25
N -2.50 4.91 4.70
C -2.92 5.23 6.05
C -2.39 3.48 4.45
H -1.61 8.81 5.85
H -0.60 8.65 4.40
H -0.53 7.48 5.74
H -4.26 7.57 3.97
H -3.15 8.75 3.24
H -3.62 8.87 4.95
H 1.02 6.50 4.40
H 1.36 4.77 4.49
H 0.15 5.43 5.54
H 0.72 5.81 1.84
H -0.55 4.61 1.52
H 0.91 4.12 2.37
H -2.07 5.54 6.67
H -3.37 4.36 6.54
H -3.69 6.00 6.08
H -1.52 3.07 4.98
H -2.28 3.27 3.39
H -3.28 2.95 4.79
O 1.98 -5.42 -0.39
P 3.35 -6.03 -0.08
N 2.74 -7.52 0.53
C 2.12 -7.68 1.83
C 2.03 -8.31 -0.47
N 3.78 -4.86 1.10
C 3.80 -5.06 2.53
C 3.37 -3.49 0.80
N 4.97 -6.67 0.12
C 5.37 -7.98 0.62
C 6.10 -5.78 -0.12
H 1.88 -8.73 2.01
H 1.19 -7.10 1.93
H 2.80 -7.42 2.64
H 2.66 -8.43 -1.36
H 1.09 -7.84 -0.77
H 1.82 -9.32 -0.11
H 2.79 -5.15 2.95
H 4.28 -4.22 3.04
H 4.39 -5.93 2.80
H 2.32 -3.31 1.08
H 3.47 -3.28 -0.26
H 4.00 -2.76 1.32
H 5.21 -8.05 1.70
H 6.43 -8.17 0.44
H 4.84 -8.79 0.13
H 6.53 -5.45 0.82
H 5.79 -4.90 -0.69
H 6.88 -6.28 -0.71
```

Here are the Mulliken charges for atoms 1 to 2, given in e: -0.449, 0.117